Run 1
Density functional theory data (ωB97M-V/def2-TZVPD) for a cluster of 2 separate species, C3H3N2OS in total.

```
! RIJCOSX wB97M-V def2-TZVPD def2/J DEFGRID3
* xyz -1 1
C -0.733 -0.915 0.155
C -1.194 -0.079 -0.809
C 1.049 0.387 0.058
N 0.515 -0.636 0.619
N 3.236 1.261 0.147
O 3.457 1.902 -0.915
S 0.000 1.126 -1.155
H -1.278 -1.760 0.556
H -2.132 -0.082 -1.329
H 2.840 1.901 0.887
*
```

Summary:
HOMO level (spin up / spin down)	-2.88 / -2.88	eV
E_LUMO (spin up / spin down)	3.629 / 3.629	eV
gap between HOMO and LUMO (spin up / spin down)	6.5 / 6.5	eV

Run 2
Density functional theory data (ωB97M-V/def2-TZVPD) for the ion C3H3N2OS with charge -1.

```
! RIJCOSX wB97M-V def2-TZVPD def2/J DEFGRID3
* xyz -1 1
O -3.027 -0.346 0.000
N -1.973 0.443 0.000
C -0.708 0.104 0.000
N -0.139 -1.075 0.000
C 1.200 -0.979 0.000
C 1.753 0.259 0.000
S 0.495 1.483 0.000
H -2.163 1.449 0.000
H 1.780 -1.892 0.000
H 2.783 0.554 0.000
*
```

Summary:
HOMO level	-1.84	eV
SMILES	[O-]Nc1nccs1
E_LUMO	3.385	eV
gap between HOMO and LUMO	5.2	eV

Name the least stable of them. run 1.

Run 1
Density functional theory data (ωB97M-V/def2-TZVPD) for a structure of composition C23H26BN5O2STi.

```
! RIJCOSX wB97M-V def2-TZVPD def2/J DEFGRID3
* xyz 2 1
Ti -1.132 -0.208 -0.847
N 5.948 7.124 0.642
C 5.148 6.328 0.429
C 4.148 5.328 0.171
C 4.105 4.179 0.958
C 3.149 3.212 0.707
C 2.215 3.400 -0.312
C 2.260 4.552 -1.095
C 3.231 5.511 -0.862
C 1.186 2.362 -0.556
C 1.632 1.093 -0.964
C 2.940 0.736 -1.290
C 2.927 -0.595 -1.726
C 1.622 -1.014 -1.652
N 0.795 -0.010 -1.201
C -0.156 2.706 -0.410
C -0.663 3.987 -0.114
C -2.044 3.929 -0.221
C -2.357 2.617 -0.549
N -1.243 1.841 -0.647
H 4.821 4.051 1.758
H 3.115 2.318 1.318
H 1.553 4.688 -1.903
H 3.284 6.399 -1.476
H 3.793 1.394 -1.239
H 3.767 -1.177 -2.068
H 1.206 -1.972 -1.916
H -0.066 4.848 0.137
H -2.748 4.734 -0.091
H -3.330 2.191 -0.728
N -5.011 -0.284 1.993
C -3.868 0.087 1.443
N -3.022 0.843 2.123
S -3.566 -0.455 -0.174
H -5.312 0.058 2.894
H -5.651 -0.860 1.470
H -3.228 1.161 3.059
H -2.203 1.215 1.674
C -2.663 -3.972 -0.598
C -1.168 -3.752 -0.594
C -0.488 -4.430 -1.753
O -0.986 -2.220 -0.779
B -0.841 -1.739 0.527
O -0.693 -2.632 1.482
C -0.485 -3.946 0.802
C -1.142 -5.017 1.645
C 1.017 -4.145 0.732
H -3.088 -3.615 -1.535
H -3.152 -3.466 0.232
H -2.872 -5.039 -0.524
H -0.989 -4.181 -2.688
H -0.567 -5.511 -1.620
H 0.568 -4.181 -1.823
H -2.182 -4.783 1.861
H -0.604 -5.116 2.586
H -1.098 -5.979 1.131
H 1.509 -3.354 0.160
H 1.260 -5.106 0.279
H 1.420 -4.134 1.743
*
```

Summary:
HOMO level	-14.15	eV
E_LUMO	-7.663	eV
gap between HOMO and LUMO	6.5	eV

Run 2
Density functional theory data (ωB97M-V/def2-TZVPD) for a structure of composition C23H26BN5O2STi.

```
! RIJCOSX wB97M-V def2-TZVPD def2/J DEFGRID3
* xyz 2 1
Ti 0.233 0.360 -0.245
N -5.989 8.261 -1.359
C -5.332 7.333 -1.205
C -4.512 6.166 -1.010
C -3.585 5.792 -1.978
C -2.812 4.661 -1.785
C -2.944 3.912 -0.616
C -3.866 4.301 0.358
C -4.657 5.416 0.156
C -2.104 2.711 -0.415
C -1.278 2.673 0.735
C -1.120 3.656 1.708
C -0.229 3.175 2.679
C 0.157 1.918 2.275
N -0.461 1.577 1.096
C -2.184 1.694 -1.366
C -3.081 1.604 -2.449
C -2.836 0.411 -3.111
C -1.805 -0.218 -2.425
N -1.400 0.520 -1.362
H -3.473 6.386 -2.874
H -2.083 4.371 -2.531
H -3.983 3.713 1.259
H -5.388 5.713 0.895
H -1.600 4.622 1.702
H 0.098 3.682 3.571
H 0.841 1.237 2.760
H -3.838 2.332 -2.691
H -3.345 0.027 -3.978
H -1.348 -1.171 -2.648
N -1.747 -3.592 0.674
C -1.349 -2.344 0.840
N -2.161 -1.465 1.403
S 0.274 -1.955 0.337
H -2.639 -3.924 1.012
H -1.134 -4.267 0.245
H -3.090 -1.724 1.701
H -1.853 -0.525 1.604
C 4.274 -0.218 -2.661
C 4.119 0.902 -1.648
C 5.279 1.869 -1.705
O 2.880 1.633 -2.031
B 1.891 1.111 -1.329
O 2.285 0.238 -0.296
C 3.799 0.386 -0.203
C 4.019 1.424 0.877
C 4.391 -0.952 0.151
H 4.288 0.212 -3.661
H 3.452 -0.935 -2.608
H 5.211 -0.750 -2.503
H 5.449 2.163 -2.740
H 6.186 1.391 -1.334
H 5.087 2.768 -1.124
H 3.581 2.386 0.612
H 5.087 1.563 1.038
H 3.584 1.075 1.814
H 4.070 -1.734 -0.532
H 4.109 -1.227 1.167
H 5.479 -0.887 0.113
*
```

Summary:
HOMO level	-14.35	eV
E_LUMO	-7.534	eV
gap between HOMO and LUMO	6.8	eV

Name the least stable of them. run 1.

Run 1
Density functional theory data (ωB97M-V/def2-TZVPD) for a cluster of 4 separate species, C3H17N2O3 in total.

```
! RIJCOSX wB97M-V def2-TZVPD def2/J DEFGRID3
* xyz 1 1
C -1.829 0.635 0.125
C -1.279 0.280 -1.289
C -0.296 1.246 -2.043
N 0.982 1.215 -1.131
N -0.549 1.192 0.940
H -2.412 -0.144 0.687
H -2.637 1.452 -0.066
H -0.771 -0.679 -1.085
H -2.033 -0.065 -1.964
H -0.114 0.897 -3.025
H -0.750 2.258 -2.005
H 1.470 0.321 -1.303
H -0.263 0.492 1.726
H 1.572 1.972 -1.318
H -0.940 2.120 1.250
H 0.385 1.147 0.242
H 1.283 -2.056 1.043
H 2.565 -1.913 2.060
O 1.622 -1.713 1.972
H -0.402 -1.295 3.668
H -1.639 -0.287 3.654
O -0.716 -0.381 3.283
H 1.852 -2.346 -2.518
H 2.864 -2.025 -1.316
O 2.032 -2.324 -1.584
*
```

Summary:
HOMO level	-14.23	eV
E_LUMO	-2.617	eV
gap between HOMO and LUMO	11.6	eV

Run 2
Density functional theory data (ωB97M-V/def2-TZVPD) for a cluster of 4 separate species, C3H17N2O3 in total.

```
! RIJCOSX wB97M-V def2-TZVPD def2/J DEFGRID3
* xyz 1 1
N -0.809 -0.045 -0.124
C 0.492 -0.257 -0.872
C 0.272 -1.428 -1.844
C 1.648 -0.445 0.118
N 1.255 -1.205 1.291
H -0.865 0.926 0.221
H -0.907 -0.656 0.700
H -1.610 -0.139 -0.741
H 0.726 0.533 -1.593
H 0.109 -2.381 -1.337
H 1.123 -1.379 -2.530
H -0.619 -1.213 -2.429
H 2.449 -0.941 -0.425
H 2.117 0.469 0.507
H 1.577 -2.162 1.350
H 1.539 -0.821 2.183
H -2.268 2.830 0.382
H -1.573 2.695 -0.960
O -1.973 2.173 -0.259
H 0.921 4.016 1.125
H -0.598 4.267 0.685
O 0.216 3.808 0.515
H -1.435 -3.481 0.890
H -0.506 -2.532 1.852
O -1.279 -2.632 1.296
*
```

Summary:
HOMO level	-13.62	eV
E_LUMO	-2.791	eV
gap between HOMO and LUMO	10.8	eV

Name the least stable of them. run 1.

Run 1
Density functional theory data (ωB97M-V/def2-TZVPD) for a cluster of 3 separate species, CH8O2S2 in total.

```
! RIJCOSX wB97M-V def2-TZVPD def2/J DEFGRID3
* xyz 0 1
C -1.859 -2.227 -1.012
S -1.262 -3.522 -2.004
S -0.231 -4.638 -0.851
H -3.010 -2.129 -1.019
H -1.469 -1.337 -1.600
H -1.553 -2.316 0.048
H 0.748 -4.030 -0.284
O 3.820 2.483 3.883
H 4.425 2.488 3.176
H 2.954 2.592 3.627
O -0.558 3.970 -1.176
H -1.115 4.507 -0.680
H -0.892 4.160 -2.109
*
```

Summary:
HOMO level	-8.42	eV
SMILES	CSS.O.O
E_LUMO	0.689	eV
gap between HOMO and LUMO	9.1	eV

Run 2
Density functional theory data (ωB97M-V/def2-TZVPD) for a cluster of 3 separate species, CH8O2S2 in total.

```
! RIJCOSX wB97M-V def2-TZVPD def2/J DEFGRID3
* xyz 0 1
C -0.998 -0.618 1.555
S -0.994 1.047 0.898
S -1.381 0.749 -1.212
H -0.142 -0.588 2.244
H -0.763 -1.451 0.901
H -1.861 -0.794 2.189
H -0.700 1.856 -1.524
O 2.027 -3.134 -0.602
H 1.361 -3.731 -0.942
H 1.528 -2.325 -0.761
O 2.894 0.786 0.048
H 3.149 0.275 -0.736
H 1.996 1.085 -0.082
*
```

Summary:
HOMO level	-8.72	eV
SMILES	CSS.O.O
E_LUMO	0.001	eV
gap between HOMO and LUMO	8.7	eV

Name the least stable of them. run 1.

Run 1
Density functional theory data (ωB97M-V/def2-TZVPD) for a cluster of 2 separate species, C5H8ClNSi in total.

```
! RIJCOSX wB97M-V def2-TZVPD def2/J DEFGRID3
* xyz 0 1
C 2.400 0.018 -0.476
C 1.336 0.991 -0.503
C 1.861 -1.103 0.166
C 0.306 0.383 0.173
C -1.071 0.840 0.416
N 0.545 -0.902 0.528
Si -2.250 -0.343 -0.510
Cl -4.173 -0.058 -0.186
H 3.367 0.300 -1.065
H 1.247 2.023 -0.804
H 2.391 -1.963 0.475
H -1.358 0.606 1.923
H -1.117 1.977 0.498
H 0.021 -1.438 1.186
H -1.681 -1.598 0.000
H -1.824 0.269 -1.819
*
```

Summary:
HOMO level	-7.86	eV
E_LUMO	0.715	eV
gap between HOMO and LUMO	8.6	eV

Run 2
Density functional theory data (ωB97M-V/def2-TZVPD) for the molecule C5H8ClNSi.

```
! RIJCOSX wB97M-V def2-TZVPD def2/J DEFGRID3
* xyz 0 1
H 3.722 1.607 1.544
N 3.198 0.946 0.999
C 2.116 1.419 0.584
C 1.314 0.724 -0.503
C -0.106 1.147 -0.406
Si -1.407 0.040 -0.144
Cl -3.223 0.844 0.295
C -1.422 -1.796 -0.023
C -2.518 -2.501 -0.192
H 1.929 2.442 0.761
H 1.762 1.037 -1.445
H 1.455 -0.253 -0.311
H -0.494 2.106 -0.692
H -0.401 -2.301 0.039
H -2.533 -3.583 -0.140
H -3.393 -1.878 -0.366
*
```

Summary:
HOMO level	-8.04	eV
SMILES	[H]/N=C/C/C=[Si](/Cl)C=C
E_LUMO	0.238	eV
gap between HOMO and LUMO	8.3	eV

Name the least stable of them. run 2.